--- A ---
This record from the OMol25 dataset describes 9 unconnected molecules or ions with the total composition C6H32N2O8. The level of theory is ωB97M-V with the def2-TZVPD basis set.

The geometry in ORCA input format:
```
! RIJCOSX wB97M-V def2-TZVPD def2/J DEFGRID3
* xyz 0 1
N -0.056 0.618 -0.719
H 0.258 -0.203 -0.161
H 0.628 0.909 -1.432
H -0.194 1.401 -0.062
H -0.963 0.427 -1.194
C -1.562 0.165 -3.996
C -2.370 -0.453 -2.850
O -2.588 0.387 -1.753
H -0.707 0.748 -3.649
H -2.200 0.785 -4.626
H -1.122 -0.693 -4.514
H -1.778 -1.324 -2.499
H -3.229 -1.037 -3.212
O 1.984 0.984 -2.528
H 2.367 0.386 -3.179
H 2.390 1.840 -2.712
O -1.594 -0.822 1.848
H -2.456 -1.061 1.490
H -1.701 0.092 2.135
O -0.214 4.782 -0.357
H -0.759 4.041 -0.684
H -0.857 5.485 -0.222
O -1.760 2.615 -1.540
H -2.244 1.768 -1.407
H -1.879 2.830 -2.471
O -3.211 1.426 1.064
H -2.897 0.972 0.262
H -4.164 1.467 0.951
O -0.167 2.639 1.238
H -0.762 2.764 1.984
H 0.242 3.503 1.078
C 2.507 -0.048 1.267
C 2.213 -1.554 1.219
C 2.351 -2.355 2.523
O 2.442 -3.719 2.176
C 1.843 -4.573 3.121
N 0.857 -1.676 0.672
H 2.605 0.457 0.309
H 3.431 0.196 1.804
H 1.762 0.488 1.864
H 2.965 -1.928 0.519
H 1.491 -2.120 3.162
H 3.214 -2.099 3.149
H 1.979 -5.610 2.817
H 0.757 -4.422 3.046
H 2.211 -4.366 4.128
H 0.768 -2.684 0.548
H 0.173 -1.429 1.391
*
```

Kohn-Sham gap   7.86 eV

These are the natural (NBO) partial charges, in e, on atoms 1 to 4: -0.976, 0.443, 0.436, 0.448

--- B ---
This record from the OMol25 dataset describes 9 unconnected molecules or ions with the total composition C6H32N2O8. The level of theory is ωB97M-V with the def2-TZVPD basis set.

The geometry in ORCA input format:
```
! RIJCOSX wB97M-V def2-TZVPD def2/J DEFGRID3
* xyz 0 1
C 0.072 0.643 0.544
N 0.835 -0.194 -0.408
C 0.213 -0.644 -1.666
C 0.636 0.050 -2.952
N 0.071 1.398 -3.125
C 0.811 0.827 1.870
C -1.399 1.086 3.131
C 0.180 1.368 3.240
H -0.136 1.644 0.193
H -0.759 0.057 0.734
H 1.711 0.460 -0.711
H -0.915 -0.551 -1.605
H 0.390 -1.764 -1.676
H 1.751 0.003 -2.920
H 0.204 -0.622 -3.759
H 0.078 1.669 -4.129
H 0.440 2.071 -2.538
H 1.276 -0.201 2.141
H 1.670 1.444 1.752
H -1.651 2.114 3.051
H -1.676 0.577 2.158
H -1.780 0.660 4.062
H 0.783 1.134 4.156
H 0.323 2.494 3.195
H -0.157 4.178 0.376
H -1.388 3.484 -0.305
O -0.882 4.290 -0.231
H -1.587 1.053 -1.826
H -2.776 2.126 -1.831
O -2.234 1.492 -1.239
H -1.222 -4.219 0.766
H -0.085 -4.575 -0.529
O -0.966 -4.469 -0.165
H 1.811 -2.375 -2.029
H 2.364 -3.545 -1.312
O 2.115 -3.291 -2.221
H 0.990 -2.284 0.430
H 2.285 -2.308 1.245
O 1.867 -2.690 0.456
H 3.223 2.572 -1.830
H 2.558 2.170 -0.558
O 2.990 2.893 -0.987
H -3.768 -0.639 1.420
H -2.761 -0.665 0.388
O -3.065 -1.247 1.076
H -0.392 -3.119 0.987
H -1.444 -2.052 1.460
O -0.603 -2.502 1.721
*
```

Kohn-Sham gap   9.72 eV
SMILES   CCCCNCCN.O.O.O.O.O.O.O.O

These are the natural (NBO) partial charges, in e, on atoms 1 to 4: -0.231, -0.634, -0.240, -0.242

Pick A: it beats the second-best structure by 46.6 kcal/mol.

--- A ---
This record from the OMol25 dataset describes a single C5H10N2O2S molecule. The level of theory is ωB97M-V with the def2-TZVPD basis set.

The geometry in ORCA input format:
```
! RIJCOSX wB97M-V def2-TZVPD def2/J DEFGRID3
* xyz 0 1
C -2.668 0.921 0.581
C -2.776 -0.495 0.622
C -0.554 -0.167 -0.905
C 1.003 -0.809 0.917
C 1.809 0.231 -1.153
N -1.543 1.332 -0.053
N 0.763 -0.271 -0.372
O -3.505 1.697 1.004
O -2.511 -1.507 -1.898
S -1.769 -1.479 -0.611
H -2.449 -0.896 1.604
H -3.788 -0.869 0.399
H -0.623 0.160 -1.903
H 1.826 -1.521 0.857
H 1.394 -0.039 1.696
H 0.106 -1.366 1.335
H 2.323 1.106 -0.928
H 2.466 -0.682 -1.321
H 1.272 0.553 -2.088
H -1.141 2.197 -0.335
*
```

Kohn-Sham gap   9.15 eV

These are the natural (NBO) partial charges, in e, on atoms 1 to 4: 0.598, -0.667, -0.007, -0.408

--- B ---
This record from the OMol25 dataset describes a single C5H10N2O2S molecule. The level of theory is ωB97M-V with the def2-TZVPD basis set.

The geometry in ORCA input format:
```
! RIJCOSX wB97M-V def2-TZVPD def2/J DEFGRID3
* xyz 0 1
C 0.218 -0.185 -0.438
C -0.689 -1.215 1.459
C 1.583 -0.064 1.677
C -1.601 1.495 -1.135
C 0.172 -0.102 1.049
N 1.149 -0.952 -0.931
N -0.639 0.448 -1.311
O 2.004 0.399 -2.784
O -0.440 -0.178 -2.767
S 1.235 -0.768 -2.618
H -1.196 -1.186 2.478
H -0.132 -2.186 1.211
H -1.659 -1.207 0.879
H 1.974 -1.078 1.440
H 1.591 0.128 2.787
H 2.295 0.713 1.293
H -1.145 2.505 -1.240
H -2.221 1.497 -2.048
H -2.154 1.156 -0.302
H -0.345 0.783 1.299
*
```

Kohn-Sham gap   10.05 eV

These are the natural (NBO) partial charges, in e, on atoms 1 to 4: 0.476, -0.606, -0.603, -0.435

Pick A: it beats the second-best structure by 3.1 kcal/mol.

--- A ---
This record from the OMol25 dataset describes a molecular structure, C2H10N2O3. The level of theory is ωB97M-V with the def2-TZVPD basis set.

The geometry in ORCA input format:
```
! RIJCOSX wB97M-V def2-TZVPD def2/J DEFGRID3
* xyz 0 1
C 1.110 -0.076 1.653
C -1.575 -0.365 1.406
N 1.657 0.631 0.720
H 1.492 0.322 -0.458
H 1.757 1.626 0.878
H 0.956 0.311 2.655
H 1.009 -1.131 1.455
H -2.557 -0.483 0.957
H -1.507 0.594 1.913
H -1.350 -1.244 2.010
N 0.777 0.739 -2.637
O -0.764 -0.218 -0.181
O 1.099 -0.168 -1.659
O -1.569 -0.675 -1.244
H -1.027 -1.403 -1.601
H -0.030 1.311 -2.381
H 0.523 0.230 -3.485
*
```

Kohn-Sham gap   5.91 eV

These are the natural (NBO) partial charges, in e, on atoms 1 to 4: 0.056, -0.346, -0.588, 0.462

--- B ---
This record from the OMol25 dataset describes 3 unconnected molecules or ions with the total composition C2H10N2O3. The level of theory is ωB97M-V with the def2-TZVPD basis set.

The geometry in ORCA input format:
```
! RIJCOSX wB97M-V def2-TZVPD def2/J DEFGRID3
* xyz 0 1
O -0.884 -1.071 -2.269
C -1.068 -0.100 -1.550
N -0.112 0.536 -0.851
C 1.290 0.439 -1.128
N 1.950 -0.361 -0.073
H -2.097 0.253 -1.528
H -0.267 1.166 -0.090
H 1.513 -0.053 -2.060
H 1.725 1.427 -1.115
H 2.648 -0.997 -0.437
H 1.275 -0.948 0.399
H -2.440 -0.708 1.577
H -1.531 0.387 2.242
O -1.763 -0.040 1.410
H 1.316 0.041 3.427
H 0.830 0.538 2.096
O 0.587 0.546 3.040
*
```

Kohn-Sham gap   10.36 eV
SMILES   NCNC=O.O.O

These are the natural (NBO) partial charges, in e, on atoms 1 to 4: -0.619, 0.532, -0.628, -0.052

Pick B: it beats the second-best structure by 201.1 kcal/mol.

--- A ---
This record from the OMol25 dataset describes a molecular structure, C3H12N3O. The level of theory is ωB97M-V with the def2-TZVPD basis set.

The geometry in ORCA input format:
```
! RIJCOSX wB97M-V def2-TZVPD def2/J DEFGRID3
* xyz 1 1
C -1.501 -0.535 0.476
C -0.905 0.822 0.518
C 1.300 0.433 0.475
N -0.863 -0.975 -0.826
N -1.207 1.735 -0.428
N 1.440 -0.938 0.100
O 1.939 1.190 -0.489
H -2.640 -0.584 0.483
H -1.170 -1.272 1.192
H -0.720 1.217 1.520
H 1.680 0.638 1.493
H -1.275 -1.952 -1.053
H -1.075 -0.296 -1.613
H -1.595 1.485 -1.322
H -1.063 2.616 -0.131
H 2.422 -1.124 -0.372
H 1.790 -1.660 0.889
H 0.295 -1.120 -0.403
H 1.798 2.126 -0.452
*
```

Kohn-Sham gap   8.63 eV

These are the natural (NBO) partial charges, in e, on atoms 1 to 4: -0.272, 0.001, 0.159, -0.777

--- B ---
This record from the OMol25 dataset describes 4 unconnected molecules or ions with the total composition C3H12N3O. The level of theory is ωB97M-V with the def2-TZVPD basis set.

The geometry in ORCA input format:
```
! RIJCOSX wB97M-V def2-TZVPD def2/J DEFGRID3
* xyz 1 1
C 0.032 -1.861 1.605
C 0.893 -1.050 2.223
N 0.373 1.730 0.621
C -0.659 1.224 -0.074
N -1.906 1.800 0.006
N -0.531 0.173 -0.854
H -0.464 -1.537 0.695
H -0.153 -2.860 1.976
H 0.930 -7.453 -3.960
H 1.039 -0.049 1.835
H 1.448 -1.429 3.071
H 0.003 2.175 1.475
H -2.576 1.358 -0.621
H -1.885 2.813 0.018
H 0.469 0.006 -1.061
H 1.526 -7.130 -4.233
H 0.738 4.679 -1.299
H 0.607 3.362 -0.479
O 0.116 4.052 -0.942
*
```

Kohn-Sham gap   4.47 eV

These are the natural (NBO) partial charges, in e, on atoms 1 to 4: -0.335, -0.345, -0.336, 0.435

Pick A: it beats the second-best structure by 90.6 kcal/mol.

--- A ---
This record from the OMol25 dataset describes a molecular structure, C3H5KO3. The level of theory is ωB97M-V with the def2-TZVPD basis set.

The geometry in ORCA input format:
```
! RIJCOSX wB97M-V def2-TZVPD def2/J DEFGRID3
* xyz 1 2
H -1.044 0.060 1.942
C -0.093 0.556 1.627
C -0.004 0.920 0.159
O -0.082 -0.272 -0.621
C -0.267 -0.207 -1.926
O -0.352 -1.446 -2.318
H 0.001 1.427 2.299
H 0.900 1.607 0.272
H -0.794 1.593 -0.192
H -0.551 -1.486 -3.262
K 1.422 -2.292 0.273
O 0.865 -0.460 1.746
*
```

<S²>   0.75
Kohn-Sham gap (alpha / beta)   9.59 / 6.74 eV

These are the natural (NBO) partial charges, in e, on atoms 1 to 4: 0.260, -0.165, -0.115, -0.575

--- B ---
This record from the OMol25 dataset describes a molecular structure, C3H5KO3. The level of theory is ωB97M-V with the def2-TZVPD basis set.

The geometry in ORCA input format:
```
! RIJCOSX wB97M-V def2-TZVPD def2/J DEFGRID3
* xyz 1 2
H 0.427 -0.821 -1.578
C 0.254 -1.424 -0.672
C -1.175 -1.487 -0.254
O -1.873 -0.325 -0.526
C -2.996 -0.129 0.143
O -3.422 1.051 -0.225
H 0.689 -2.433 -0.708
H -1.767 -2.400 -0.174
H -4.244 1.241 0.244
K 3.077 0.586 0.629
O 0.870 -0.767 0.443
H -0.098 -0.720 1.041
*
```

<S²>   0.75
Kohn-Sham gap (alpha / beta)   8.17 / 8.08 eV

These are the natural (NBO) partial charges, in e, on atoms 1 to 4: 0.202, -0.166, 0.123, -0.522

Pick A: it beats the second-best structure by 1.8 kcal/mol.

--- A ---
This record from the OMol25 dataset describes a gas-phase ion, C5H12N4S (charge +2). The level of theory is ωB97M-V with the def2-TZVPD basis set.

The geometry in ORCA input format:
```
! RIJCOSX wB97M-V def2-TZVPD def2/J DEFGRID3
* xyz 2 1
C -0.890 2.566 0.353
C 0.188 -0.880 1.320
C -0.369 0.842 -0.869
C -1.505 0.451 -0.034
C 1.731 -1.179 -0.895
N -0.012 2.082 -0.482
N -1.162 -0.689 0.870
N -1.745 1.634 0.750
N 1.012 -1.757 0.258
S 1.756 -2.093 -2.268
H -0.890 3.462 0.838
H 0.880 0.026 1.505
H 0.171 -1.403 2.223
H -0.336 0.720 -1.958
H -2.430 0.147 -0.423
H 2.548 -0.431 -0.744
H 0.805 2.518 -0.911
H -1.815 -1.439 1.132
H -2.611 1.803 1.307
H 1.476 -2.351 0.931
H 0.298 -2.245 -0.210
H 2.900 -1.785 -2.693
*
```

Kohn-Sham gap (alpha / beta)   6.76 / 8.47 eV

These are the natural (NBO) partial charges, in e, on atoms 1 to 4: 0.378, -0.049, -0.007, 0.022

--- B ---
This record from the OMol25 dataset describes a molecular structure, C5H12N4S. The level of theory is ωB97M-V with the def2-TZVPD basis set.

The geometry in ORCA input format:
```
! RIJCOSX wB97M-V def2-TZVPD def2/J DEFGRID3
* xyz 2 1
C 0.404 -1.099 1.997
C -0.187 1.776 -0.006
C 0.196 -1.024 -0.265
C 1.525 0.226 0.287
C -1.084 -0.470 -0.869
N -0.064 -1.698 0.927
N 1.132 1.546 0.027
N 1.315 -0.163 1.664
N -0.894 0.951 -1.127
S -1.414 -1.162 -2.538
H 0.303 -1.579 2.931
H -0.680 1.556 0.959
H -0.402 2.891 -0.111
H 0.898 -1.553 -1.035
H 2.493 -0.106 0.001
H -2.006 -0.585 -0.244
H -0.632 -2.443 0.921
H 1.787 2.222 -0.120
H 1.800 0.508 2.349
H -1.860 1.418 -1.412
H -0.336 0.974 -1.991
H -2.296 -2.185 -2.347
*
```

Kohn-Sham gap   9.65 eV

These are the natural (NBO) partial charges, in e, on atoms 1 to 4: 0.405, -0.059, -0.118, 0.172

Pick B: it beats the second-best structure by 41.8 kcal/mol.